{"formula": "C28H40IN4O8PS2", "method": "ωB97M-V with the def2-TZVPD basis set", "homo_lumo_gap_ev": 6.41, "total_energy_ha": -3347.022309, "homo_ev": -8.29, "smiles": "C#C[C@]1(C)[C@@](I)(CCCOC)[C@H](CSCC)OS(=O)(=O)[C@@]1(CC(N)(N)N)[PH2]=N.O=C1C=CC(=O)C=C1.O=C1C=CC(=O)C=C1", "molar_mass_g_mol": 782.7, "spin_multiplicity": 1, "charge": 0, "elements": ["C", "C", "C", "C", "C", "I", "C", "C", "C", "O", "C", "C", "C", "S", "C", "C", "O", "S", "O", "O", "C", "C", "C", "N", "N", "N", "P", "N", "H", "H", "H", "H", "H", "H", "H", "H", "H", "H", "H", "H", "H", "H", "H", "H", "H", "H", "H", "H", "H", "H", "H", "H", "H", "H", "H", "H", "H", "H", "H", "H", "O", "C", "C", "C", "C", "O", "C", "C", "H", "H", "H", "H", "O", "C", "C", "C", "C", "O", "C", "C", "H", "H", "H", "H"], "coordinates": [[-1.78, -0.10, -1.52], [-0.61, 0.13, -1.38], [0.84, 0.37, -1.20], [1.11, 1.54, -2.22], [1.57, -0.93, -1.72], [1.36, -2.61, -0.30], [1.12, -1.33, -3.15], [0.42, -2.70, -3.36], [1.39, -3.87, -3.60], [0.70, -5.06, -3.93], [0.57, -5.96, -2.83], [3.14, -0.64, -1.68], [4.00, -1.74, -2.33], [5.77, -1.47, -1.86], [6.22, -2.88, -0.79], [5.33, -3.05, 0.46], [3.49, -0.66, -0.26], [3.11, 0.76, 0.34], [3.47, 0.71, 1.73], [3.78, 1.87, -0.28], [1.26, 0.93, 0.21], [0.76, 0.32, 1.57], [-0.73, -0.01, 1.91], [-0.79, -0.11, 3.41], [-1.73, 0.98, 1.53], [-1.20, -1.33, 1.46], [1.03, 2.82, 0.41], [-0.40, 3.34, 0.04], [-2.80, -0.39, -1.59], [1.16, 1.19, -3.26], [0.29, 2.26, -2.20], [2.08, 2.02, -2.04], [1.95, -1.32, -3.86], [0.42, -0.61, -3.57], [-0.09, -2.60, -4.32], [-0.37, -2.93, -2.64], [1.95, -3.59, -4.51], [2.14, -3.99, -2.81], [-0.50, -6.12, -2.65], [1.02, -5.59, -1.90], [1.05, -6.92, -3.07], [3.39, 0.31, -2.15], [3.94, -1.70, -3.42], [3.76, -2.75, -2.00], [6.18, -3.79, -1.39], [7.24, -2.70, -0.44], [5.22, -2.09, 0.97], [4.32, -3.36, 0.18], [5.75, -3.75, 1.19], [1.05, 1.05, 2.32], [1.34, -0.57, 1.84], [-0.20, -0.88, 3.70], [-0.38, 0.73, 3.84], [-2.57, 0.71, 2.05], [-1.46, 1.85, 1.98], [-2.16, -1.19, 1.12], [-1.27, -1.96, 2.25], [1.96, 3.49, -0.41], [1.30, 3.11, 1.78], [-0.85, 3.77, 0.84], [-8.73, -3.48, 0.57], [-7.62, -2.98, 0.58], [-6.46, -3.68, 1.19], [-5.25, -3.13, 1.20], [-5.01, -1.80, 0.59], [-3.90, -1.29, 0.60], [-6.16, -1.10, -0.02], [-7.38, -1.65, -0.03], [-6.66, -4.65, 1.62], [-4.40, -3.62, 1.64], [-5.97, -0.13, -0.45], [-8.23, -1.15, -0.47], [-1.12, 9.91, 3.47], [-1.08, 8.72, 3.28], [-2.19, 7.83, 3.68], [-2.15, 6.52, 3.46], [-0.98, 5.89, 2.81], [-0.93, 4.69, 2.61], [0.14, 6.78, 2.40], [0.09, 8.09, 2.62], [-3.04, 8.31, 4.16], [-2.95, 5.86, 3.75], [0.98, 6.30, 1.92], [0.90, 8.75, 2.33]], "mulliken_charge": [-1.06, -1.93, 2.01, -2.17, -0.31, 0.18, -0.67, -1.21, -0.45, -0.43, -0.58, -0.27, -0.56, -0.20, -0.46, -0.67, 0.22, 1.24, -0.77, -0.74, 1.82, -2.63, 0.73, -0.79, -0.38, 0.00, 0.10, -0.71, 0.78, 0.41, 0.66, 0.47, 0.74, 0.48, 0.44, 0.24, 0.18, 0.47, 0.26, 0.19, 0.26, 0.47, 0.59, -0.13, 0.29, 0.39, 0.13, 0.00, 0.46, 0.74, 0.45, 0.30, 0.31, 0.38, 0.02, 0.11, 0.32, 0.17, 0.14, 0.33, -0.54, 0.33, -0.41, -0.28, 0.09, -0.38, -0.35, -0.38, 0.40, 0.44, 0.43, 0.41, -0.54, 0.30, -0.40, -0.40, 0.42, -0.52, -0.14, -0.46, 0.40, 0.42, 0.40, 0.42]}

{"formula": "C28H41BCl3N10OPZr", "method": "ωB97M-V with the def2-TZVPD basis set", "homo_lumo_gap_ev": [6.66, 3.84], "total_energy_ha": -3507.455444, "s_squared": 0.77, "homo_ev": [-16.14, -16.14], "e_above_lowest_kcal_mol": 5.9, "molar_mass_g_mol": 773.1, "spin_multiplicity": 2, "charge": 3, "elements": ["Zr", "C", "C", "N", "N", "C", "B", "N", "C", "C", "C", "N", "N", "C", "C", "C", "N", "N", "C", "C", "C", "N", "H", "H", "H", "H", "H", "H", "H", "H", "H", "H", "H", "H", "Cl", "C", "C", "C", "Cl", "C", "O", "C", "Cl", "C", "H", "H", "C", "C", "P", "C", "C", "C", "C", "H", "H", "H", "H", "H", "H", "H", "H", "H", "H", "H", "H", "H", "H", "H", "C", "C", "C", "C", "N", "N", "H", "H", "H", "H", "H", "H", "H", "H", "H", "H", "H", "H"], "coordinates": [[0.23, -0.24, -0.12], [4.02, 0.67, -2.09], [2.63, 0.77, -2.10], [2.15, 0.53, -0.87], [3.20, 0.25, -0.07], [4.34, 0.35, -0.79], [3.06, 0.14, 1.50], [2.33, -1.20, 1.87], [2.76, -2.14, 2.73], [1.79, -3.11, 2.84], [0.77, -2.68, 2.01], [1.09, -1.51, 1.43], [2.13, 1.28, 1.91], [2.38, 2.39, 2.62], [1.25, 3.19, 2.59], [0.34, 2.47, 1.82], [0.87, 1.31, 1.41], [4.42, 0.12, 2.13], [5.43, -0.79, 1.94], [6.48, -0.43, 2.74], [6.02, 0.72, 3.41], [4.82, 1.01, 3.02], [4.70, 0.84, -2.90], [1.97, 1.02, -2.91], [5.30, 0.22, -0.33], [3.71, -2.06, 3.22], [1.83, -4.00, 3.45], [-0.18, -3.15, 1.79], [3.33, 2.52, 3.10], [1.12, 4.14, 3.07], [-0.67, 2.74, 1.57], [5.32, -1.62, 1.26], [7.43, -0.92, 2.84], [6.52, 1.32, 4.14], [-0.51, -6.24, -4.70], [-0.57, -4.76, -3.82], [0.54, -4.36, -3.10], [0.49, -3.16, -2.40], [1.83, -2.61, -1.47], [-0.66, -2.33, -2.40], [-0.67, -1.21, -1.70], [-1.75, -2.76, -3.16], [-3.13, -1.74, -3.22], [-1.70, -3.97, -3.86], [1.41, -4.99, -3.09], [-2.55, -4.30, -4.44], [-2.78, -0.31, 4.30], [-1.70, 0.05, 3.29], [-2.07, -0.36, 1.52], [-2.84, -2.04, 1.59], [-2.79, -2.80, 0.28], [-3.44, 0.81, 1.07], [-4.05, 0.54, -0.28], [-2.48, 0.05, 5.28], [-2.93, -1.38, 4.38], [-3.73, 0.16, 4.07], [-0.76, -0.45, 3.54], [-1.51, 1.12, 3.33], [-3.87, -1.91, 1.93], [-2.34, -2.58, 2.40], [-3.47, -2.37, -0.46], [-3.09, -3.83, 0.44], [-1.78, -2.81, -0.16], [-3.05, 1.83, 1.13], [-4.20, 0.74, 1.86], [-3.29, 0.57, -1.06], [-4.79, 1.30, -0.50], [-4.56, -0.42, -0.31], [-2.55, 2.51, -4.17], [-1.83, 2.89, -2.88], [-2.79, 3.59, -1.93], [-0.61, 3.77, -3.20], [-1.43, 1.60, -2.26], [-0.63, 1.72, -1.07], [-2.94, 3.40, -4.66], [-3.38, 1.84, -3.96], [-1.87, 2.02, -4.87], [-3.17, 4.50, -2.39], [-2.31, 3.90, -1.00], [-3.64, 2.95, -1.70], [-0.93, 4.64, -3.77], [0.12, 3.24, -3.81], [-0.12, 4.16, -2.31], [-0.89, 1.08, -2.93], [-1.25, 2.15, -0.40], [0.12, 2.40, -1.19]], "mulliken_charge": [-0.43, -1.41, -0.44, -0.21, 0.79, -0.11, 0.86, 0.43, 0.01, -1.60, -0.73, 1.00, 0.01, 0.10, -1.60, -0.47, 0.87, 0.41, -0.36, -0.98, -0.40, -1.16, 0.50, 0.54, 0.56, 0.58, 0.51, 0.39, 0.64, 0.53, 0.43, 0.61, 0.50, 0.50, -0.02, 0.30, -0.74, 0.99, -0.08, -1.36, 0.52, 0.70, -0.05, -0.60, 0.57, 0.54, -1.41, -0.47, 1.21, -0.87, -0.97, -0.75, -1.03, 0.44, 0.34, 0.34, 0.29, 0.33, 0.54, 0.54, 0.24, 0.52, -0.02, 0.26, 0.65, 0.03, 0.45, 0.32, -1.68, 1.04, -1.46, -1.64, -0.11, 0.39, 0.43, 0.38, 0.40, 0.52, 0.32, 0.21, 0.47, 0.35, 0.39, 0.17, -0.12, 0.32]}

{"formula": "C28H41BrFN6O3Ti", "method": "ωB97M-V with the def2-TZVPD basis set", "homo_lumo_gap_ev": 7.56, "total_energy_ha": -5169.155011, "homo_ev": -10.85, "e_above_lowest_kcal_mol": 0.0, "molar_mass_g_mol": 656.4, "spin_multiplicity": 1, "charge": 1, "elements": ["Ti", "C", "C", "C", "C", "C", "C", "C", "F", "C", "C", "C", "O", "C", "C", "N", "C", "C", "O", "O", "H", "H", "H", "H", "H", "H", "H", "H", "H", "H", "H", "C", "C", "C", "C", "C", "Br", "N", "C", "H", "H", "H", "H", "H", "H", "N", "C", "C", "C", "C", "N", "H", "H", "H", "H", "H", "H", "H", "H", "H", "H", "H", "H", "C", "C", "C", "C", "N", "N", "H", "H", "H", "H", "H", "H", "H", "H", "H", "H", "H", "H"], "coordinates": [[-0.07, 0.57, 0.06], [6.38, 4.26, -1.11], [6.53, 3.01, -0.26], [7.67, 2.13, -0.73], [7.85, 0.95, 0.20], [6.56, 0.20, 0.36], [6.54, -1.13, 0.72], [5.33, -1.82, 0.86], [5.40, -3.10, 1.23], [4.13, -1.23, 0.63], [4.12, 0.12, 0.24], [2.86, 0.78, -0.02], [1.79, 0.06, 0.08], [2.87, 2.12, -0.36], [4.09, 2.77, -0.45], [5.26, 2.19, -0.23], [5.31, 0.84, 0.12], [1.64, 2.94, -0.67], [1.76, 4.08, -1.05], [0.51, 2.30, -0.53], [7.37, 4.72, -1.19], [5.72, 5.00, -0.68], [6.05, 4.02, -2.12], [6.70, 3.29, 0.78], [8.57, 2.73, -0.77], [7.46, 1.79, -1.76], [8.17, 1.31, 1.18], [8.62, 0.27, -0.15], [7.46, -1.66, 0.90], [3.20, -1.77, 0.76], [4.09, 3.81, -0.72], [-4.42, -3.35, 0.68], [-3.28, -2.40, 0.90], [-2.77, -2.15, 2.19], [-1.72, -1.28, 2.39], [-1.16, -0.68, 1.26], [0.36, 1.71, 2.37], [-1.66, -0.89, 0.07], [-2.70, -1.72, -0.15], [-4.79, -3.75, 1.62], [-4.12, -4.19, 0.06], [-5.25, -2.85, 0.17], [-3.23, -2.65, 3.03], [-1.33, -1.06, 3.37], [-3.06, -1.84, -1.17], [-0.09, 0.04, -2.13], [-1.29, 0.41, -2.93], [-1.56, 1.92, -2.89], [-2.86, 2.33, -2.21], [-3.14, 1.75, -0.83], [-2.01, 1.86, 0.11], [0.74, 0.39, -2.59], [0.00, -0.98, -2.11], [-2.13, -0.15, -2.51], [-1.16, 0.05, -3.95], [-1.59, 2.30, -3.91], [-0.72, 2.42, -2.41], [-3.72, 2.06, -2.83], [-2.88, 3.42, -2.16], [-3.40, 0.69, -0.90], [-4.02, 2.25, -0.41], [-2.32, 1.71, 1.07], [-1.61, 2.80, 0.10], [-0.04, -5.39, 0.23], [0.09, -4.87, -1.20], [1.46, -5.22, -1.77], [-1.01, -5.45, -2.07], [-0.09, -3.40, -1.27], [0.77, -2.61, -0.46], [-0.03, -6.48, 0.25], [-0.99, -5.06, 0.68], [0.78, -5.06, 0.88], [1.57, -6.31, -1.85], [2.27, -4.87, -1.14], [1.58, -4.79, -2.77], [-0.93, -6.54, -2.13], [-0.97, -5.04, -3.08], [-2.00, -5.23, -1.65], [-1.03, -3.19, -0.96], [1.68, -2.58, -0.90], [0.88, -2.99, 0.48]], "mulliken_charge": [-0.22, -1.87, 0.51, -0.94, -1.06, 0.90, -0.74, -0.08, -0.35, -0.78, 1.36, 1.25, -0.82, 0.01, -0.22, 0.15, -1.45, 0.02, -0.73, 0.08, 0.44, 0.53, 0.40, 0.16, 0.37, 0.33, 0.34, 0.48, 0.53, 0.70, 0.72, -1.35, 0.50, -0.52, -1.21, 0.24, -0.43, 1.34, -0.45, 0.41, 0.24, 0.36, 0.44, 0.56, 0.23, -0.18, -0.20, -0.31, -1.03, -0.33, -0.46, 0.36, 0.07, -0.02, 0.50, 0.36, 0.01, 0.40, 0.39, 0.04, 0.47, 0.30, 0.31, -1.59, 1.57, -1.87, -1.57, -0.32, 0.00, 0.46, 0.27, 0.40, 0.49, 0.31, 0.39, 0.44, 0.39, 0.28, -0.03, 0.16, 0.16]}